Density functional theory data (ωB97M-V/def2-TZVPD) for C45H92F22N10O24S10 as an isolated structure.

CARTESIAN COORDINATES (ANGSTROEM)
1 C 21.09127 13.63329 9.25236
2 O 20.40546 14.58534 10.06274
3 C 19.03525 14.77412 9.86839
4 C 18.34226 14.93228 11.21262
5 N 18.86277 16.10868 11.88417
6 H 18.95779 15.92306 12.90760
7 H 19.81527 16.23612 11.55202
8 C 18.07772 17.42841 11.70286
9 C 18.82664 18.65418 12.13693
10 O 19.34795 18.49630 13.47066
11 C 20.23209 19.57899 13.74875
12 H 20.63031 13.48708 8.27003
13 H 21.00726 12.67050 9.70377
14 H 22.10986 13.94242 9.17997
15 H 18.49991 13.96705 9.31530
16 H 18.83462 15.72140 9.29010
17 H 18.62846 14.03965 11.74362
18 H 17.26369 15.01383 11.09581
19 H 17.22916 17.24722 12.35386
20 H 17.81925 17.53040 10.67692
21 H 18.13540 19.47133 11.97865
22 H 19.75120 18.89381 11.52558
23 H 21.13371 19.55450 13.09444
24 H 20.44435 19.66632 14.82778
25 H 19.75468 20.55904 13.49328
26 C 22.31353 15.72685 18.05934
27 O 21.39525 15.15630 17.08302
28 C 20.37395 16.07931 16.79799
29 C 19.12105 15.29621 16.28154
30 N 18.15777 14.94001 17.48710
31 H 18.14162 15.80955 18.07378
32 H 17.23025 14.78921 17.13028
33 C 18.50285 13.79698 18.38604
34 C 17.86641 12.51591 17.84605
35 O 18.43746 12.19164 16.58696
36 C 17.98891 10.92620 16.04147
37 H 21.78922 16.05470 18.97964
38 H 22.77109 16.59738 17.57054
39 H 22.98564 14.90395 18.34675
40 H 20.66978 16.84374 16.04517
41 H 20.01817 16.59096 17.72083
42 H 19.29853 14.35043 15.80613
43 H 18.48385 15.96111 15.67308
44 H 18.32974 14.08213 19.45320
45 H 19.58274 13.74338 18.32040
46 H 16.79906 12.70664 17.76716
47 H 18.00732 11.77024 18.61044
48 H 17.33649 10.47855 16.78017
49 H 18.82125 10.23839 15.87134
50 H 17.43234 11.03708 15.09003
51 C 11.26786 21.81768 19.19665
52 C 10.85665 20.52146 20.01111
53 C 11.76193 19.35290 19.73105
54 C 13.15196 19.71904 20.19421
55 N 14.15085 18.55245 20.11000
56 C 13.54910 17.25928 20.69473
57 C 14.68409 16.60175 21.50590
58 C 15.28410 17.81446 22.15502
59 C 15.39526 18.81299 20.98303
60 C 14.59428 18.23229 18.67266
61 H 12.10870 22.31587 19.70478
62 H 10.43501 22.54525 19.15217
63 H 11.51924 21.57772 18.15927
64 H 9.90004 20.12673 19.65211
65 H 10.82066 20.84206 21.05660
66 H 11.83131 19.21573 18.65915
67 H 11.37283 18.46734 20.18842
68 H 13.19494 20.05329 21.25366
69 H 13.58701 20.52311 19.58928
70 H 13.22925 16.71145 19.84116
71 H 12.71245 17.45941 21.34428
72 H 15.33312 16.08464 20.76008
73 H 14.21890 15.87917 22.21694
74 H 16.25830 17.59271 22.55189
75 H 14.66886 18.17315 23.00686
76 H 16.26358 18.69499 20.34079
77 H 15.38452 19.87647 21.19291
78 H 15.09496 19.09277 18.17101
79 H 13.69954 18.04004 18.11610
80 H 15.32446 17.44328 18.74522
81 C 22.15067 15.55809 13.69771
82 C 21.50512 14.28108 13.24822
83 C 22.27586 12.97854 13.63264
84 C 21.70384 12.53047 15.06834
85 N 22.45696 11.38218 15.72247
86 C 22.34046 9.98361 15.08119
87 C 22.81802 9.00467 16.14546
88 C 22.16462 9.60659 17.42319
89 C 21.91175 11.07787 17.14747
90 C 23.84303 11.80153 15.85953
91 H 23.16173 15.69524 13.28914
92 H 22.10493 15.68295 14.73939
93 H 21.57432 16.41295 13.36907
94 H 21.41543 14.26204 12.17556
95 H 20.48045 14.25767 13.64090
96 H 23.31207 13.23508 13.76164
97 H 22.03968 12.24505 12.84342
98 H 20.71866 12.12966 14.88698
99 H 21.66303 13.37562 15.73832
100 H 22.68380 9.98032 14.03044
101 H 21.24894 9.89420 14.86949
102 H 23.91734 9.00483 16.19794
103 H 22.55415 7.94996 16.01054
104 H 22.86399 9.50973 18.25336
105 H 21.22226 9.04742 17.62128
106 H 22.38307 11.74645 17.84958
107 H 20.85862 11.26392 17.14334
108 H 24.32283 11.17967 16.60650
109 H 23.86908 12.84260 16.11064
110 H 24.28755 11.62903 14.86823
111 C 13.85129 15.04794 10.57891
112 C 13.12424 14.09090 11.53126
113 C 14.07764 12.87863 11.76714
114 C 13.32330 11.82043 12.60026
115 N 13.97510 10.50795 12.76417
116 C 14.18783 9.69677 11.47389
117 C 12.84670 9.08530 11.21216
118 C 12.10147 8.97703 12.60536
119 C 13.14751 9.59319 13.56759
120 C 15.32778 10.75560 13.43180
121 H 13.20279 15.86870 10.31438
122 H 14.14794 14.53918 9.68854
123 H 14.75685 15.46408 11.00332
124 H 12.20817 13.78230 11.04819
125 H 12.78725 14.53467 12.47965
126 H 14.90887 13.21936 12.36129
127 H 14.32405 12.35597 10.80700
128 H 12.34309 11.70201 12.15373
129 H 13.19345 12.14165 13.64203
130 H 14.90243 8.94497 11.66294
131 H 14.63786 10.30479 10.66106
132 H 12.93763 8.08812 10.73102
133 H 12.26022 9.69794 10.51642
134 H 12.02396 7.89357 12.80680
135 H 11.08430 9.49898 12.62772
136 H 13.87714 8.87363 13.98498
137 H 12.69567 10.05685 14.41540
138 H 15.91819 11.29850 12.71895
139 H 15.68662 9.75544 13.68916
140 H 15.19442 11.34140 14.31579
141 N 17.96093 17.56361 19.09000
142 S 18.43911 18.85840 18.30596
143 O 19.87122 19.01288 18.47761
144 O 17.66023 20.02036 18.47152
145 F 18.08781 18.18390 16.89463
146 S 18.69740 17.31046 20.42627
147 O 18.57783 18.32675 21.45865
148 O 19.98278 16.61566 20.37814
149 F 17.57144 16.20019 21.00759
150 N 18.32319 11.20299 10.96690
151 S 17.91837 10.78413 9.46983
152 O 18.63498 11.39640 8.41860
153 O 16.46660 10.86964 9.28881
154 F 18.13817 9.26381 9.42472
155 S 19.39526 10.26127 11.70377
156 O 19.83318 10.78752 12.94423
157 O 20.37502 9.62536 10.85278
158 F 18.40415 9.12790 12.09588
159 C 10.68794 10.09572 16.53448
160 F 10.50122 10.99667 17.47877
161 F 9.53326 9.66101 16.05764
162 F 11.28445 10.74316 15.51125
163 S 11.81077 8.81203 17.15280
164 O 11.27410 8.19676 18.35115
165 O 11.92988 7.95780 15.99199
166 N 13.03121 9.67290 17.43398
167 S 14.47938 8.96946 17.65781
168 O 14.39691 7.56013 17.84186
169 O 15.40752 9.55626 16.73564
170 C 15.10410 9.48243 19.35031
171 F 15.10340 10.77308 19.51824
172 F 14.45360 8.85270 20.27682
173 F 16.40405 9.07033 19.39273
174 C 14.93241 17.37791 14.79790
175 F 14.76671 17.77837 13.51641
176 F 16.05930 17.95502 15.14160
177 F 13.96001 17.81623 15.50130
178 S 14.95054 15.57013 14.83252
179 O 13.58736 15.19573 14.61834
180 O 16.05324 15.20499 13.95443
181 N 15.38816 15.12603 16.26651
182 S 14.13458 14.88194 17.32301
183 O 14.74658 14.81253 18.61348
184 O 13.05384 15.87075 17.19813
185 C 13.38161 13.27560 16.90562
186 F 13.10813 12.65082 17.98782
187 F 12.32672 13.51919 16.16036
188 F 14.23608 12.48797 16.24861
189 C 20.76668 11.38427 20.98692
190 F 19.57515 11.42312 21.60506
191 F 20.54347 10.80849 19.81673
192 F 21.09025 12.68834 20.72744
193 S 22.16259 10.54527 21.84098
194 O 22.43666 11.33995 22.95897
195 O 21.70940 9.21492 22.04029
196 N 23.29253 10.55710 20.69297
197 S 24.24365 11.66978 20.27710
198 O 23.94978 12.27691 18.99837
199 O 24.70558 12.57089 21.29372
200 C 25.58261 10.52889 19.67397
201 F 26.11819 9.84447 20.65584
202 F 24.97442 9.57750 18.86083
203 F 26.47845 11.06967 18.92515

Calculated values
HOMO-LUMO gap	8.40	eV
2S+1	1
E_HOMO	-9.05	eV
lowest unoccupied orbital energy	-0.65	eV
E_tot	-10301.82718	Ha

Löwdin population analysis, charges in e, atoms 1 to 6: atom 1 (C): -0.049, atom 2 (O): -0.201, atom 3 (C): -0.209, atom 4 (C): -0.121, atom 5 (N): 0.079, atom 6 (H): 0.171